Density functional theory data (ωB97M-V/def2-TZVPD) for a molecular structure, H4N2OS in a non-equilibrium geometry.

```
8
Properties=species:S:1:pos:R:3
N 0.815 -1.287 -0.461
N 0.878 1.215 0.151
O -1.597 0.298 0.031
S 0.437 -0.369 0.696
H 0.615 -2.283 -0.384
H 0.029 1.760 0.240
H 1.071 0.921 -0.902
H -2.249 -0.255 0.629
```

Summary:
- net charge = 0
- electronic energy (Eh) = -585.21868
- energy above the lowest of the compared OMol25 structures with the same formula, charge and spin (kcal per mole) = 56.56
- max |F| (eV Å⁻¹) = 4.0
- lowest unoccupied orbital energy (alpha / beta) (Ha) = -0.0218 / -0.0218
- HOMO-LUMO gap (alpha / beta) (Eh) = 0.326 / 0.326

=====

Density functional theory data (ωB97M-V/def2-TZVPD) for 4 unconnected molecules or ions with the total composition C28H61N3O4 in a non-equilibrium geometry.

```
96
Properties=species:S:1:pos:R:3
C -1.186 -3.228 -4.092
C -2.403 -2.350 -4.586
C -3.378 -3.343 -5.329
C -2.969 -1.672 -3.312
C -2.045 -0.713 -2.614
C -1.819 0.382 -3.579
C -1.236 -0.113 -4.959
C -1.346 1.049 -5.994
C 0.202 -0.503 -4.813
N -2.088 -1.169 -5.424
O -1.544 -1.617 -6.666
H -1.421 -3.989 -3.358
H -0.672 -3.637 -4.965
H -0.454 -2.625 -3.599
H -2.806 -3.983 -5.964
H -3.906 -4.003 -4.654
H -4.120 -2.833 -5.989
H -3.821 -1.141 -3.670
H -3.471 -2.435 -2.647
H -2.494 -0.338 -1.647
H -1.091 -1.204 -2.393
H -1.117 1.149 -3.211
H -2.775 0.958 -3.691
H -1.010 2.002 -5.586
H -2.370 1.311 -6.229
H -0.837 0.752 -6.878
H 0.461 -1.161 -5.611
H 0.502 -0.925 -3.857
H 0.799 0.410 -4.779
H -2.287 -1.655 -7.267
C -1.568 2.029 6.664
C -2.066 1.325 5.388
C -2.189 -0.159 5.742
C -3.325 2.005 4.996
C -3.135 3.382 4.384
C -2.111 3.362 3.236
C -0.784 2.629 3.610
C -0.050 2.217 2.306
C 0.257 3.434 4.490
N -1.180 1.355 4.213
O 0.052 0.645 4.591
H -2.282 1.641 7.483
H -0.523 1.736 6.879
H -1.623 3.156 6.716
H -2.287 -0.849 4.925
H -1.342 -0.451 6.295
H -3.057 -0.384 6.328
H -3.872 1.466 4.294
H -4.000 2.024 5.856
H -4.056 3.622 3.890
H -2.892 4.112 5.101
H -1.922 4.306 2.715
H -2.655 2.651 2.524
H -0.763 1.806 1.542
H 0.736 1.489 2.542
H 0.490 3.079 1.803
H -0.222 3.783 5.357
H 0.499 4.273 3.849
H 1.158 2.843 4.728
H 0.053 -0.100 3.904
C 3.711 1.835 1.018
C 3.413 0.948 -0.148
C 2.264 1.599 -0.928
C 4.684 0.798 -1.034
C 4.579 -0.288 -2.097
C 4.253 -1.556 -1.413
C 3.025 -1.579 -0.522
C 1.729 -1.713 -1.320
C 3.134 -2.820 0.344
N 3.139 -0.396 0.359
O 2.072 -0.371 1.352
H 2.770 2.158 1.523
H 4.450 1.397 1.716
H 4.174 2.712 0.608
H 2.345 1.310 -2.026
H 1.333 1.357 -0.499
H 2.338 2.669 -0.961
H 5.024 1.759 -1.468
H 5.470 0.502 -0.330
H 3.776 -0.031 -2.811
H 5.543 -0.390 -2.642
H 5.194 -1.778 -0.863
H 4.129 -2.323 -2.189
H 1.713 -2.723 -1.693
H 1.816 -1.155 -2.238
H 0.824 -1.482 -0.699
H 3.954 -2.569 1.059
H 3.293 -3.735 -0.267
H 2.224 -3.053 0.888
H 2.506 -0.727 2.129
C -0.371 -3.024 2.849
O -0.231 -1.606 2.728
H -1.086 -3.423 2.117
H 0.593 -3.456 2.655
H -0.781 -3.250 3.835
H 0.360 -1.399 1.982
```

Summary:
- SMILES string = CC1(C)CCCC(C)(C)N1O.CC1(C)CCCC(C)(C)N1O.CC1(C)CCCC(C)(C)N1O.CO
- net charge = 0
- electronic energy (Eh) = -1568.48884
- energy above the lowest of the compared OMol25 structures with the same formula, charge and spin (kcal per mole) = 0.00
- max |F| (eV Å⁻¹) = 2.8
- lowest unoccupied orbital energy (Ha) = 0.0211
- HOMO-LUMO gap (Eh) = 0.320

=====

Density functional theory data (ωB97M-V/def2-TZVPD) for 8 unconnected molecules or ions with the total composition C10H21Cl14NO3P in a non-equilibrium geometry.

```
50
Properties=species:S:1:pos:R:3
N -0.973 2.294 -0.234
C -0.255 1.673 0.584
C 1.044 0.976 0.231
C 2.070 1.813 -0.541
P 2.711 3.160 0.382
O 1.767 3.924 1.246
O 3.272 4.202 -0.747
O 4.009 2.719 1.265
H -0.483 2.244 -1.135
H -0.597 1.602 1.611
H 0.762 0.149 -0.433
H 1.460 0.478 1.110
H 1.595 2.314 -1.381
H 3.399 5.032 -0.268
H 3.852 3.054 2.159
C -3.155 0.494 -2.097
Cl -1.775 -0.425 -2.718
Cl -4.634 -0.494 -2.068
H -2.928 0.823 -1.089
H -3.325 1.347 -2.733
C 3.266 -2.628 -0.614
Cl 1.744 -1.818 -0.963
Cl 4.378 -2.586 -1.993
H 3.735 -2.128 0.226
H 3.062 -3.664 -0.370
C -1.673 -3.374 0.554
Cl -0.033 -3.912 0.927
Cl -1.960 -1.743 1.164
H -1.796 -3.366 -0.523
H -2.385 -4.054 1.008
C -5.623 3.123 -0.777
Cl -4.985 2.308 0.653
Cl -4.430 3.198 -2.079
H -6.488 2.576 -1.133
H -5.902 4.134 -0.505
C -0.329 -1.152 -6.056
Cl 0.325 -1.977 -4.643
Cl 0.848 -1.060 -7.376
H -1.198 -1.696 -6.405
H -0.608 -0.146 -5.767
C 2.052 -5.086 3.709
Cl 2.853 -5.074 2.135
Cl 1.921 -3.462 4.389
H 1.056 -5.494 3.585
H 2.631 -5.702 4.387
C 0.382 1.417 4.790
Cl -1.180 2.188 4.472
Cl 1.462 1.493 3.397
H 0.851 1.926 5.624
H 0.208 0.377 5.039
```

Summary:
- net charge = -1
- electronic energy (Eh) = -7458.19553
- energy above the lowest of the compared OMol25 structures with the same formula, charge and spin (kcal per mole) = 0.00
- max |F| (eV Å⁻¹) = 2.6
- lowest unoccupied orbital energy (Ha) = 0.0796
- HOMO-LUMO gap (Eh) = 0.176